1.
The following is a quantum chemistry calculation of a structure of composition C40H52N4O12Se2SiSn in a non-equilibrium geometry, from the OMol25 dataset.

Last column: Löwdin charge in e.
Element x y z (Å)
Sn 0.514 -0.727 1.090  1.210
O -0.206 1.076 5.735  0.081
C -0.383 0.558 4.475  -0.484
O 0.549 0.035 3.884  -0.176
C -1.713 0.705 3.939  -0.159
C -2.763 1.322 4.658  0.019
C -3.983 1.446 4.041  -0.054
C -4.152 0.956 2.745  0.003
C -3.060 0.333 2.121  -0.193
N -1.884 0.221 2.705  0.191
C -3.156 -0.350 0.797  -0.454
O -4.266 -0.082 0.071  0.103
O -2.367 -1.169 0.426  0.106
H 0.733 0.958 5.944  0.119
H -2.579 1.680 5.658  0.112
H -4.818 1.917 4.545  0.105
H -5.113 1.058 2.260  0.109
H -4.640 0.772 0.323  0.087
O -1.386 -6.792 -2.913  -0.052
C -0.488 -6.002 -3.223  -0.710
O 0.225 -5.963 -4.232  -0.052
C -0.210 -4.857 -2.177  -0.076
C 0.723 -3.870 -2.448  0.052
C 0.991 -2.884 -1.499  -0.191
N 0.283 -2.801 -0.374  0.076
C -0.641 -3.715 -0.111  -0.207
C -0.876 -4.795 -0.962  0.057
C -1.399 -3.574 1.141  -0.246
C -2.677 -4.126 1.272  -0.016
C -3.340 -4.007 2.476  -0.079
C -2.713 -3.356 3.525  -0.070
C -1.463 -2.808 3.289  -0.145
N -0.834 -2.902 2.136  0.050
C 2.072 -1.901 -1.671  -0.195
C 2.972 -1.981 -2.740  0.004
C 3.992 -1.057 -2.842  -0.079
C 4.102 -0.073 -1.873  -0.057
C 3.173 -0.069 -0.846  -0.163
N 2.197 -0.951 -0.748  0.024
H 1.223 -3.914 -3.404  0.106
H -1.555 -5.592 -0.701  0.113
H -3.150 -4.607 0.431  0.111
H -4.338 -4.408 2.594  0.097
H -3.188 -3.254 4.491  0.092
H -0.939 -2.265 4.062  0.106
H 2.872 -2.759 -3.478  0.104
H 4.693 -1.099 -3.666  0.105
H 4.881 0.674 -1.913  0.108
H 3.209 0.687 -0.071  0.054
O 4.861 -0.726 5.964  -0.071
C 5.347 -0.870 4.638  -0.237
C 4.220 -0.711 3.601  -0.563
C 4.909 -0.691 2.226  -0.312
O 5.685 0.464 2.004  -0.100
C 3.549 0.628 3.909  -0.525
Se 2.294 1.409 2.566  0.538
C 3.222 -1.871 3.735  -0.587
Se 2.782 -2.919 2.126  0.379
H 5.586 -0.925 6.564  0.075
H 5.809 -1.858 4.509  0.123
H 6.109 -0.100 4.436  0.118
H 4.141 -0.791 1.456  0.021
H 5.588 -1.544 2.145  0.115
H 5.052 1.196 1.962  0.036
H 4.318 1.393 4.062  0.048
H 2.981 0.528 4.833  0.037
H 2.262 -1.509 4.094  0.013
H 3.602 -2.598 4.454  0.036
C 2.094 1.678 -4.484  -0.018
C 1.140 2.404 -3.525  -0.641
C 0.412 3.522 -4.286  -0.029
C 1.930 3.008 -2.366  -0.010
O 0.213 1.457 -3.077  -0.102
Si -0.744 1.449 -1.736  -0.008
O -0.134 0.951 -0.387  -0.401
O -2.010 0.487 -2.105  -0.081
C -2.642 0.186 -3.318  -0.640
C -3.206 1.468 -3.945  -0.021
C -1.671 -0.498 -4.283  -0.016
C -3.787 -0.784 -2.999  -0.030
O -1.223 3.049 -1.670  -0.112
C -1.737 3.723 -0.558  -0.651
C -2.883 2.924 0.061  -0.029
C -2.264 5.075 -1.066  -0.030
C -0.655 3.921 0.506  -0.021
H 2.846 2.366 -4.865  0.080
H 1.537 1.261 -5.320  0.081
H 2.582 0.862 -3.961  0.058
H 1.115 4.295 -4.592  0.079
H -0.339 3.946 -3.627  0.066
H -0.080 3.114 -5.167  0.079
H 2.748 3.622 -2.740  0.087
H 2.313 2.206 -1.746  0.068
H 1.264 3.608 -1.756  0.069
H -2.384 2.147 -4.144  0.069
H -3.886 1.945 -3.240  0.077
H -3.743 1.249 -4.868  0.079
H -0.803 0.137 -4.410  0.062
H -2.154 -0.682 -5.241  0.083
H -1.341 -1.442 -3.857  0.089
H -4.528 -0.305 -2.365  0.063
H -3.384 -1.638 -2.462  0.087
H -4.266 -1.127 -3.915  0.080
H -3.659 2.760 -0.684  0.087
H -3.298 3.435 0.930  0.091
H -2.467 1.966 0.353  0.054
H -3.021 4.900 -1.828  0.078
H -1.453 5.647 -1.510  0.078
H -2.700 5.646 -0.248  0.076
H -0.221 2.951 0.727  0.060
H -1.076 4.348 1.414  0.083
H 0.130 4.575 0.136  0.081

- energy above the lowest of the compared OMol25 structures with the same formula, charge and spin (eV) = 2.584
- HOMO level (eV) = -1.20
- energy (eV) = -217265.2255
- strongest force on any atom (eV/Å) = 2.92
- net charge = -2


2.
The following is a quantum chemistry calculation of a structure of composition C40H52N4O4S2Ti in a non-equilibrium geometry, from the OMol25 dataset.

Last column: Löwdin charge in e.
Element x y z (Å)
Ti 0.006 -0.059 0.073  1.091
C -0.627 -1.148 7.002  -0.034
C -1.740 -1.839 6.200  -0.552
C -3.072 -1.627 6.924  -0.057
C -1.457 -3.348 6.143  -0.038
C -1.742 -1.259 4.794  -0.144
C -0.619 -1.435 4.008  0.054
C -0.570 -0.890 2.723  -0.138
N 0.409 -0.948 1.790  0.050
C 1.698 -1.335 1.878  -0.153
C 2.466 -1.604 3.020  0.065
C 3.745 -2.092 2.881  -0.138
C 4.241 -2.320 1.581  0.068
C 3.562 -1.992 0.421  -0.073
C 2.277 -1.426 0.563  -0.227
O 1.506 -0.972 -0.398  -0.155
C 4.131 -2.225 -0.971  -0.529
C 3.151 -3.138 -1.726  -0.029
C 5.512 -2.889 -0.949  -0.051
C 4.250 -0.874 -1.693  -0.024
C 4.619 -2.401 4.086  -0.551
C 3.943 -2.047 5.415  -0.059
C 5.914 -1.585 3.974  -0.032
C 4.939 -3.903 4.111  -0.034
C -1.709 -0.203 2.183  -0.211
O -1.546 0.202 0.940  -0.169
C -2.849 -0.011 2.982  -0.076
C -2.821 -0.531 4.269  0.064
C -4.053 0.718 2.401  -0.524
C -5.183 0.903 3.418  -0.051
C -3.617 2.107 1.909  -0.026
C -4.588 -0.118 1.228  -0.035
H -0.618 -1.518 8.024  0.089
H 0.350 -1.339 6.566  0.071
H -0.782 -0.072 7.026  0.093
H -3.023 -2.075 7.913  0.089
H -3.291 -0.570 7.052  0.088
H -3.893 -2.099 6.388  0.090
H -1.487 -3.764 7.147  0.089
H -2.202 -3.859 5.538  0.093
H -0.478 -3.559 5.725  0.073
H 0.203 -2.029 4.368  0.101
H 2.055 -1.388 3.990  0.094
H 5.222 -2.755 1.488  0.105
H 3.067 -4.100 -1.224  0.094
H 2.160 -2.685 -1.769  0.069
H 3.498 -3.306 -2.742  0.089
H 5.486 -3.856 -0.454  0.089
H 5.844 -3.048 -1.972  0.089
H 6.246 -2.255 -0.460  0.090
H 3.275 -0.398 -1.801  0.077
H 4.905 -0.205 -1.141  0.093
H 4.671 -1.026 -2.685  0.089
H 3.676 -0.993 5.456  0.090
H 3.054 -2.653 5.585  0.082
H 4.632 -2.246 6.233  0.090
H 5.682 -0.524 3.912  0.094
H 6.539 -1.754 4.847  0.090
H 6.484 -1.859 3.091  0.079
H 4.022 -4.488 4.162  0.091
H 5.497 -4.216 3.234  0.080
H 5.536 -4.133 4.990  0.089
H -3.685 -0.379 4.888  0.093
H -4.845 1.474 4.281  0.092
H -6.001 1.451 2.952  0.089
H -5.576 -0.054 3.753  0.089
H -3.225 2.697 2.733  0.098
H -2.837 2.028 1.153  0.065
H -4.472 2.637 1.490  0.083
H -4.924 -1.087 1.585  0.094
H -5.427 0.393 0.760  0.087
H -3.815 -0.286 0.481  0.044
O 3.588 1.590 1.135  0.074
C 3.471 2.811 0.573  -0.245
C 4.572 3.667 0.617  -0.001
C 4.495 4.938 0.085  -0.063
C 3.324 5.378 -0.522  -0.079
C 2.245 4.528 -0.620  -0.018
C 2.300 3.239 -0.082  -0.077
C 1.172 2.319 -0.230  -0.361
O 0.992 1.368 0.659  -0.118
N 0.379 2.449 -1.246  0.044
N -0.589 1.463 -1.335  -0.159
C -1.731 1.932 -1.712  -0.875
S -3.105 0.927 -2.067  0.971
C -4.305 2.303 -1.941  -0.468
C -3.667 3.525 -2.559  -0.480
S -1.953 3.655 -1.920  1.001
H 2.713 1.158 1.129  0.073
H 5.474 3.314 1.094  0.120
H 5.347 5.599 0.152  0.110
H 3.258 6.379 -0.917  0.104
H 1.329 4.846 -1.092  0.109
H -4.520 2.450 -0.884  0.061
H -5.208 1.993 -2.464  0.090
H -4.192 4.436 -2.281  0.087
H -3.621 3.454 -3.646  0.082
C -2.038 -2.045 -3.520  -0.026
C -1.429 -1.694 -2.288  -0.186
N -0.954 -1.400 -1.284  0.168
H -1.534 -1.529 -4.337  0.114
H -3.084 -1.745 -3.501  0.086
H -1.975 -3.119 -3.684  0.109

- energy above the lowest of the compared OMol25 structures with the same formula, charge and spin (eV) = 0.891
- HOMO level (spin up / spin down) (eV) = -10.13 / -10.35
- energy (eV) = -101259.3790
- spin multiplicity = 2
- strongest force on any atom (eV/Å) = 2.59
- net charge = +1


3.
The following is a quantum chemistry calculation of a structure of composition C40H54BClIN9OSTi, from the OMol25 dataset.

Last column: Löwdin charge in e.
Element x y z (Å)
Ti -0.422 1.006 0.063  1.212
C -0.123 3.321 -2.240  -0.043
C -0.963 2.567 -3.263  -0.331
C -2.387 3.113 -3.346  -0.041
C -0.897 1.078 -3.066  -0.196
C -0.978 0.114 -4.057  0.076
C -0.653 -1.099 -3.460  -0.161
C -0.570 -2.446 -4.113  -0.360
C 0.585 -2.468 -5.119  -0.037
C -1.900 -2.784 -4.792  -0.045
N -0.379 -0.862 -2.168  0.088
N -0.566 0.473 -1.908  -0.010
B 0.274 -1.762 -1.084  -0.484
N -0.698 -1.869 0.112  0.082
N -1.078 -0.727 0.758  -0.071
C -1.975 -1.066 1.720  -0.238
C -2.155 -2.431 1.678  0.087
C -1.349 -2.908 0.639  -0.149
C -1.268 -4.301 0.095  -0.351
C -1.493 -5.340 1.191  -0.047
C -2.293 -4.451 -1.037  -0.023
C -2.630 -0.070 2.626  -0.362
C -4.116 0.049 2.274  -0.038
C -2.445 -0.460 4.093  -0.044
N 1.578 -1.044 -0.648  0.065
N 1.566 0.322 -0.474  -0.025
C 2.838 0.746 -0.552  -0.224
C 3.672 -0.358 -0.698  0.062
C 2.851 -1.468 -0.765  -0.171
C 3.309 -2.895 -0.900  -0.337
C 2.723 -3.794 0.188  -0.033
C 3.133 -3.471 -2.309  -0.039
C 3.261 2.188 -0.631  -0.348
C 2.437 3.107 0.250  -0.063
C 4.747 2.353 -0.319  -0.052
H -0.059 4.378 -2.498  0.107
H 0.894 2.927 -2.193  0.072
H -0.583 3.292 -1.244  0.054
H -0.497 2.727 -4.239  0.150
H -2.875 3.069 -2.375  0.024
H -2.990 2.546 -4.053  0.090
H -2.367 4.153 -3.672  0.095
H -1.201 0.283 -5.097  0.136
H -0.373 -3.191 -3.342  0.107
H 0.410 -1.752 -5.924  0.089
H 0.671 -3.458 -5.566  0.093
H 1.535 -2.221 -4.645  0.072
H -2.118 -2.077 -5.594  0.086
H -2.732 -2.760 -4.087  0.081
H -1.851 -3.780 -5.231  0.091
H 0.499 -2.839 -1.507  0.107
H -2.796 -3.016 2.314  0.133
H -0.273 -4.448 -0.326  0.110
H -2.505 -5.275 1.593  0.085
H -0.786 -5.220 2.012  0.090
H -1.370 -6.341 0.779  0.091
H -3.307 -4.316 -0.657  0.097
H -2.224 -5.447 -1.474  0.096
H -2.126 -3.716 -1.826  0.063
H -2.147 0.898 2.470  0.105
H -4.639 -0.874 2.530  0.096
H -4.266 0.233 1.211  0.026
H -4.575 0.862 2.839  0.095
H -2.917 -1.423 4.297  0.088
H -2.919 0.282 4.736  0.091
H -1.390 -0.530 4.357  0.055
H 4.745 -0.361 -0.772  0.123
H 4.387 -2.836 -0.724  0.140
H 1.642 -3.889 0.094  0.049
H 2.939 -3.398 1.181  0.085
H 3.155 -4.793 0.118  0.094
H 2.088 -3.647 -2.557  0.059
H 3.655 -4.426 -2.377  0.092
H 3.558 -2.804 -3.060  0.088
H 3.110 2.480 -1.677  0.144
H 2.621 2.879 1.298  0.051
H 1.368 3.026 0.045  0.025
H 2.699 4.151 0.069  0.107
H 4.970 2.009 0.694  0.085
H 5.025 3.404 -0.391  0.090
H 5.375 1.801 -1.016  0.083
Cl -4.422 6.008 2.815  0.774
C -3.783 4.701 1.897  -0.586
C -4.578 4.047 0.998  -0.132
C -4.085 2.964 0.235  -0.625
I -5.373 1.927 -1.011  1.071
C -2.775 2.583 0.382  -0.401
O -2.158 1.586 -0.270  -0.209
C -1.960 3.239 1.316  -0.164
N -0.702 2.710 1.432  0.021
C 0.090 3.220 2.369  -0.107
C -0.298 4.284 3.187  0.008
C -1.549 4.832 3.056  0.038
C -2.435 4.296 2.105  -0.147
H -5.607 4.357 0.877  0.107
H 1.062 2.768 2.496  0.046
H 0.400 4.655 3.923  0.124
H -1.868 5.654 3.684  0.113
S 1.028 -0.017 2.608  0.786
C 2.383 0.512 3.458  -0.744
N 3.000 -0.387 4.291  0.080
C 4.092 -0.098 5.024  -0.022
C 4.630 1.149 4.943  -0.011
C 3.978 2.047 4.085  -0.071
N 2.907 1.753 3.376  0.063
H 2.586 -1.310 4.337  0.147
H 4.483 -0.891 5.646  0.147
H 5.504 1.428 5.509  0.122
H 4.353 3.059 3.978  0.131

- energy above the lowest of the compared OMol25 structures with the same formula, charge and spin (eV) = 1.521
- HOMO level (eV) = -13.17
- energy (eV) = -113058.7881
- strongest force on any atom (eV/Å) = 0.20
- net charge = +2